Record 1
{
  "formula": "C34H51ClN3O2PRuSTe4",
  "method": "ωB97M-V with the def2-TZVPD basis set",
  "symbols": ["Te", "Te", "Te", "Te", "Ru", "Cl", "S", "P", "O", "O", "N", "N", "N", "C", "C", "C", "C", "C", "C", "C", "C", "C", "C", "C", "C", "C", "C", "C", "C", "C", "C", "C", "C", "C", "C", "C", "C", "C", "C", "C", "C", "C", "C", "C", "C", "C", "C", "H", "H", "H", "H", "H", "H", "H", "H", "H", "H", "H", "H", "H", "H", "H", "H", "H", "H", "H", "H", "H", "H", "H", "H", "H", "H", "H", "H", "H", "H", "H", "H", "H", "H", "H", "H", "H", "H", "H", "H", "H", "H", "H", "H", "H", "H", "H", "H", "H", "H", "H"],
  "coordinates": [[1.68053, -0.55349, -4.41917], [1.35081, 0.89562, -2.21614], [4.49471, -1.94784, -1.70674], [2.77005, -0.49679, -0.35202], [0.00001, 0.45511, -0.07742], [0.75621, 4.91819, 5.86045], [-2.72940, -1.69945, -2.05342], [-1.58528, 3.47949, -0.88172], [-1.57829, -0.75580, -2.13537], [1.46564, 1.61761, 1.07372], [-0.79933, 0.19071, 1.91608], [-0.18955, -1.83985, 0.32218], [-1.01773, 2.09704, -0.57443], [-4.14498, 2.58342, -1.44988], [0.18507, -2.84408, -0.44064], [-2.61502, -2.82589, -3.47456], [-3.46458, -2.26502, 2.84487], [-0.43397, -4.11130, -0.40622], [-2.50145, 2.33654, -3.26582], [-3.05752, -3.34918, 2.11655], [-0.33943, 4.74407, -1.56871], [1.25119, 2.30091, 2.12909], [-2.07701, -2.13454, -4.71495], [1.95535, 4.18698, 3.52388], [-2.76334, -1.04714, 2.77918], [-1.24883, -2.02442, 1.16750], [-0.67784, 0.94725, 2.95796], [-2.36748, 4.27062, 0.69029], [0.97143, 4.56372, -0.78000], [0.93566, 3.90582, 4.44714], [2.11411, 3.40640, 2.41602], [-1.48932, -4.31029, 0.43371], [-3.02087, 3.13532, 1.49390], [-1.64508, -0.92675, 1.98851], [-0.75487, 6.21878, -1.53667], [-1.21092, 4.79626, 1.55367], [-3.38077, 5.40444, 0.52072], [-3.52168, 4.57020, -2.79763], [-2.98203, 3.28820, -2.15919], [-5.54872, -0.86980, -0.51108], [-1.89057, -3.11285, -5.86567], [0.22786, 2.04169, 3.08956], [-0.04590, 4.40299, -3.03705], [0.10420, 2.84556, 4.24097], [-4.19698, -0.77989, -2.62548], [-1.94286, -3.24167, 1.24906], [-5.46719, -1.28893, -1.96890], [-3.84964, 5.30348, -2.06499], [-1.57398, 4.97455, 2.56879], [-3.63732, 5.79419, 1.51134], [-1.96154, -3.64222, -3.16237], [-3.37423, 1.93488, -3.79074], [-4.23963, -0.83799, -3.71191], [-1.44926, -2.60762, -6.72299], [-5.64317, 0.21438, -0.42948], [-1.88494, 2.83706, -4.00806], [-1.93868, 1.49860, -2.84861], [-2.74818, -1.32577, -5.01621], [-4.65337, -1.16338, 0.02927], [1.01329, -2.65568, -1.11752], [2.61249, 5.02835, 3.70121], [-6.40334, -1.32417, -0.01091], [-3.08468, 3.43209, 2.54432], [-4.33744, -2.33294, 3.48101], [0.11338, 3.33821, -3.19494], [-3.11705, -0.20036, 3.35322], [-0.67440, 2.62115, 4.95998], [0.03803, 6.80611, -2.01145], [-1.26811, 0.72056, 3.84922], [-1.12188, -1.66576, -4.47284], [1.09761, 3.53545, -0.43345], [-0.87723, 6.60556, -0.52748], [-0.40246, 4.07063, 1.61683], [2.89763, 3.60990, 1.69811], [-2.79296, 5.04343, -3.45431], [-4.02959, 2.90733, 1.15476], [-2.83594, -3.56040, -6.18042], [-6.32706, -0.89573, -2.51623], [-2.41755, 2.22988, 1.41750], [-4.85412, 2.22668, -2.20333], [1.01624, 5.22148, 0.08637], [-4.69043, 3.24836, -0.78233], [-1.67325, 6.40697, -2.09033], [-4.30906, 5.07086, 0.05868], [-0.05824, -4.89519, -1.04728], [-1.99827, -5.26496, 0.48112], [1.82170, 4.79992, -1.42382], [0.87206, 4.91466, -3.33645], [-3.78300, 1.73071, -0.87296], [-3.59100, -4.28926, 2.17009], [-3.99211, 0.25283, -2.34063], [-3.61771, -3.23531, -3.62091], [-0.83962, 4.73787, -3.70432], [-4.38937, 4.31260, -3.41355], [-1.21507, -3.91903, -5.57893], [-5.51820, -2.37916, -2.05721], [-0.80265, 5.73536, 1.18700], [-2.98966, 6.23649, -0.06276]],
  "forces_ev_per_angstrom": [[-0.229, -0.133, 0.127], [0.573, 0.520, -0.709], [-0.192, -0.007, 0.091], [1.558, -0.328, 0.034], [-0.798, -0.182, 1.196], [-0.015, -0.002, 0.005], [-0.381, -0.068, 0.070], [0.054, -0.238, 0.179], [0.293, 0.118, 0.278], [-0.669, -0.491, -0.819], [-0.629, 0.543, -0.119], [0.176, -0.093, -0.070], [-0.026, 0.470, 0.051], [0.030, 0.055, 0.063], [-0.023, 0.284, 0.071], [0.080, 0.159, 0.005], [-0.006, -0.165, -0.121], [-0.120, 0.073, 0.098], [0.074, -0.016, 0.054], [-0.028, 0.100, -0.003], [-0.058, 0.046, -0.023], [-0.030, 0.042, 0.120], [0.026, 0.011, -0.013], [-0.008, 0.009, 0.037], [0.106, 0.112, -0.074], [0.111, 0.063, -0.013], [0.185, -0.303, -0.254], [0.054, 0.068, -0.061], [0.003, -0.095, 0.051], [0.011, 0.014, 0.008], [0.056, -0.144, -0.102], [-0.012, 0.116, 0.012], [0.035, -0.048, -0.020], [0.037, -0.183, 0.071], [0.058, 0.024, 0.016], [0.031, -0.045, -0.054], [-0.010, 0.008, -0.022], [0.017, -0.020, -0.049], [-0.004, 0.084, 0.004], [-0.169, 0.053, 0.073], [-0.010, 0.017, 0.017], [-0.072, 0.029, -0.104], [0.001, -0.081, -0.034], [0.003, -0.011, -0.025], [0.140, 0.027, -0.069], [-0.063, -0.238, -0.026], [-0.027, -0.072, 0.001], [-0.025, 0.052, 0.051], [-0.031, 0.026, 0.052], [-0.017, 0.015, 0.039], [0.067, 0.012, 0.019], [-0.042, 0.034, -0.065], [0.004, 0.069, -0.004], [0.013, 0.016, -0.051], [0.008, -0.005, 0.006], [0.040, 0.005, 0.001], [-0.027, 0.031, -0.013], [0.028, -0.021, -0.032], [0.170, -0.062, 0.136], [-0.028, 0.016, 0.012], [0.014, 0.008, -0.003], [-0.050, -0.010, 0.031], [-0.031, 0.028, 0.068], [-0.014, -0.019, 0.004], [0.032, 0.003, 0.015], [0.026, 0.009, -0.007], [-0.022, -0.008, 0.014], [0.009, 0.027, -0.012], [0.063, -0.095, -0.015], [0.027, 0.020, 0.023], [-0.009, 0.027, -0.062], [-0.004, 0.006, -0.012], [-0.036, 0.046, -0.010], [0.003, 0.010, -0.013], [-0.021, -0.002, 0.018], [-0.017, -0.013, -0.012], [-0.040, -0.018, -0.011], [-0.016, -0.024, -0.031], [-0.017, 0.004, -0.017], [-0.051, 0.019, -0.020], [-0.013, 0.008, 0.058], [-0.008, 0.005, 0.004], [-0.048, 0.006, -0.027], [-0.019, -0.002, -0.018], [0.011, -0.039, -0.032], [-0.016, -0.030, 0.009], [0.019, 0.056, -0.001], [-0.001, 0.037, -0.022], [0.009, 0.013, 0.019], [-0.025, -0.027, 0.007], [0.035, -0.191, -0.050], [-0.085, -0.049, 0.049], [0.003, -0.027, -0.002], [-0.031, 0.001, -0.040], [0.049, -0.044, 0.010], [-0.031, -0.026, 0.008], [0.007, -0.003, -0.002], [0.008, 0.023, -0.016]],
  "spin_multiplicity": 2,
  "e_above_lowest_ev": 1.0397,
  "e_tot_ev": -109053.90938,
  "max_force_ev_per_a": 1.59,
  "charge": -1,
  "homo_energy_ev": [-3.5, -3.5],
  "s2": 0.772,
  "gap_ev": [5.1, 4.9]
}

***

Record 2
{
  "formula": "C6H22F18Li2N3O23S6",
  "method": "ωB97M-V with the def2-TZVPD basis set",
  "symbols": ["S", "S", "S", "S", "S", "S", "F", "F", "F", "F", "F", "F", "F", "F", "F", "F", "F", "F", "F", "F", "F", "F", "F", "F", "O", "O", "O", "O", "O", "O", "O", "O", "O", "O", "O", "O", "O", "O", "O", "O", "O", "O", "O", "O", "O", "O", "O", "N", "N", "N", "C", "C", "C", "C", "C", "C", "Li", "Li", "H", "H", "H", "H", "H", "H", "H", "H", "H", "H", "H", "H", "H", "H", "H", "H", "H", "H", "H", "H", "H", "H"],
  "coordinates": [[6.90481, 1.04247, -1.48656], [-6.75530, 3.13236, -3.60893], [1.21553, 0.00157, 1.13011], [-1.41612, -0.30047, 1.17108], [-7.44126, 2.11796, -1.37581], [5.78097, 2.22071, 0.48992], [-2.57351, -2.04604, -0.63751], [3.14733, 2.65528, 0.95880], [7.98096, 3.62365, -1.92471], [-6.21698, 3.32144, -6.16020], [3.25448, 0.00377, 2.94058], [-6.39637, -0.09375, -2.39443], [4.14909, 4.31482, 0.06253], [-2.74968, -2.64411, 1.47530], [9.38296, 1.98343, -1.98699], [4.46000, 3.74557, 2.18858], [2.01642, -1.64239, 3.25499], [-3.86323, -1.01453, 0.62468], [8.01511, 2.33222, -3.60827], [-8.24981, 3.81353, -5.68990], [-7.63272, 1.76569, -5.76313], [3.32091, -1.73600, 1.69527], [-8.25087, -0.34646, -1.40234], [-6.37059, 0.05904, -0.23431], [6.94777, 3.03811, 0.86399], [0.90505, 1.21837, 1.94179], [-0.35050, -3.32933, 3.05875], [7.66297, 0.52719, -0.34203], [-0.51712, 3.80883, 0.53451], [3.21676, 0.42111, -2.95511], [6.59763, -1.61365, 1.47750], [5.66705, 1.02441, 1.34639], [-6.67147, 4.55228, -3.30731], [-5.56041, 2.28277, -3.48159], [-1.38406, 0.78165, 0.14769], [-0.13877, -1.76371, -1.75811], [-3.38314, -5.90513, 2.88357], [-1.00867, -4.64057, 0.35460], [1.92708, -3.80548, 0.24628], [4.97841, -2.25210, 4.80474], [-2.57763, 0.10750, -2.99116], [6.51912, 0.06160, -2.50451], [1.79966, 0.21574, -0.18337], [-8.57142, 2.40919, -0.58343], [-6.22343, 2.81404, -0.87427], [-1.69210, 0.02783, 2.54749], [-4.42380, 0.44142, 4.09028], [-8.00931, 2.45088, -3.03236], [5.52797, 2.04378, -1.02014], [-0.06451, -1.21796, 1.07342], [-7.26980, 2.97893, -5.47890], [4.32206, 3.30171, 0.97005], [-7.10160, 0.29752, -1.30327], [-2.74496, -1.62872, 0.58565], [8.16699, 2.34844, -2.26256], [2.51531, -0.90635, 2.36532], [0.07974, -3.17394, 1.12912], [0.03774, 3.35242, 2.41785], [-4.12127, -0.46552, 4.13679], [5.67412, -1.37541, 1.55878], [5.27904, -2.40370, 5.70077], [-0.35800, 4.55960, -0.03755], [-3.44539, -0.13743, -2.66985], [-1.76531, -4.64709, -0.23164], [4.24714, -1.64139, 4.89705], [-2.59618, 1.06384, -3.02723], [0.07952, -4.06693, 3.49147], [2.73639, -0.36810, -2.70487], [-0.61916, -5.50904, 0.25338], [-2.74020, -5.22349, 2.68802], [3.07306, 0.50063, -3.89812], [0.74083, -1.70929, -2.13170], [-3.66232, 0.96185, 4.34630], [-1.07988, -3.10427, 3.63630], [1.99695, -3.31243, -0.57119], [-0.56604, 3.06023, -0.05999], [2.82977, -4.03712, 0.46473], [6.88065, -1.20216, 0.66092], [-3.46504, -5.89130, 3.83716], [-0.00941, -1.62999, -0.81916]],
  "forces_ev_per_angstrom": [[-0.734, -0.400, 0.100], [3.712, 2.295, -4.620], [0.862, 0.322, 0.603], [0.283, 0.517, -1.924], [1.957, 2.876, 3.681], [1.919, 0.210, 4.474], [0.694, -0.771, -0.302], [-0.342, -0.598, -0.086], [-0.136, -0.561, 0.652], [0.839, 0.259, -0.790], [-0.018, 1.038, -0.106], [-0.018, 0.426, 0.677], [0.467, -0.252, 1.086], [0.127, 0.032, -0.443], [0.726, -0.337, 0.469], [0.485, 0.858, 0.729], [-2.880, -1.485, 2.660], [-2.250, 1.065, 0.515], [-0.066, -0.460, 0.236], [-0.760, 0.534, -0.237], [-0.256, -1.037, -0.154], [0.172, 0.412, -1.299], [0.059, 0.047, 1.096], [-0.959, -0.061, -0.074], [-1.683, -0.331, -0.671], [-0.154, -1.939, -1.126], [0.135, -0.360, -0.089], [-0.720, 0.576, -1.725], [0.089, 0.145, 0.777], [-0.047, 0.133, 0.101], [0.007, -0.993, 0.215], [-1.139, 1.581, -1.072], [-0.212, -1.705, 0.031], [-1.761, 0.976, -0.133], [-0.581, -1.975, 2.118], [0.006, -0.701, -0.487], [-0.034, -0.090, -0.139], [0.055, 0.098, 0.242], [-0.694, -0.038, 0.226], [-0.130, -0.220, -0.194], [0.138, -0.188, -0.093], [0.525, 2.076, 1.137], [-0.804, -0.786, 1.909], [-1.485, -0.568, 0.023], [-2.291, -2.013, -2.369], [-0.662, -0.056, -0.436], [-0.362, 0.081, 0.031], [-0.288, -1.921, 3.080], [2.410, -2.212, -1.965], [1.163, 2.998, 0.129], [0.716, 0.663, 2.139], [-0.348, -0.255, -2.161], [0.789, -0.779, -2.335], [1.924, 1.071, 0.914], [-1.638, 0.277, -1.240], [1.706, 0.890, -2.648], [0.211, -0.415, 0.039], [0.241, -0.679, -0.962], [0.097, -0.184, -0.040], [0.002, 0.352, 0.057], [0.178, -0.034, 0.200], [0.119, 0.348, -0.025], [-0.246, -0.031, 0.048], [-0.260, 0.208, -0.217], [-0.100, 0.253, 0.013], [-0.005, 0.256, -0.002], [0.247, -0.261, 0.230], [-0.051, -0.094, 0.141], [0.275, -0.257, -0.041], [0.209, 0.210, -0.202], [0.063, 0.045, -0.284], [0.136, 0.224, -0.246], [0.213, 0.093, -0.032], [-0.236, 0.341, 0.010], [0.008, 0.154, -0.389], [-0.082, -0.733, -0.141], [0.328, -0.001, 0.282], [0.184, 0.499, -0.179], [-0.117, -0.088, 0.265], [0.068, 0.430, 0.342]],
  "spin_multiplicity": 2,
  "e_tot_ev": -172470.58366,
  "max_force_ev_per_a": 6.36,
  "charge": 0,
  "homo_energy_ev": [-8.1, -8.1],
  "s2": 0.761,
  "gap_ev": [6.6, 2.6]
}